1.
{
  "formula": "C2H2N2O2",
  "method": "wB97M-V/def2-TZVPD",
  "e_lumo_ha": 0.027,
  "smiles": "Oc1ncon1",
  "homo_ev": -10.83,
  "largest_force_ev_per_a": 2.80,
  "charge": 0,
  "symbols": ["O", "C", "N", "C", "O", "N", "H", "H"],
  "xyz": [[-0.300, 1.905, -0.475], [-0.033, 0.650, -0.091], [-1.070, -0.298, -0.060], [-0.440, -1.366, 0.211], [0.881, -1.235, 0.371], [1.128, 0.201, 0.100], [-1.270, 2.003, -0.401], [-0.944, -2.393, 0.236]],
  "atomic_forces_ev_per_a": [[-0.360, -0.209, 0.566], [-2.459, -0.190, -1.057], [-0.123, 1.254, -0.006], [-0.206, -2.008, 0.048], [-0.504, 1.399, -0.581], [1.866, -1.855, 0.965], [0.562, 0.013, -0.172], [1.224, 1.596, 0.238]]
}

---

2.
{
  "formula": "C19H24NO",
  "method": "wB97M-V/def2-TZVPD",
  "e_lumo_ha": -0.132,
  "homo_ev": -11.76,
  "largest_force_ev_per_a": 2.46,
  "charge": 1,
  "symbols": ["C", "N", "C", "C", "C", "C", "H", "H", "H", "H", "H", "H", "H", "H", "H", "H", "H", "C", "O", "C", "C", "C", "C", "C", "C", "C", "C", "C", "C", "C", "C", "C", "H", "H", "H", "H", "H", "H", "H", "H", "H", "H", "H", "H", "H"],
  "xyz": [[0.691, -0.374, 3.264], [-0.157, -0.435, 2.028], [-0.994, -1.699, 1.884], [-2.456, -1.286, 1.740], [-2.510, 0.257, 1.741], [-1.057, 0.755, 1.882], [1.329, 0.518, 3.257], [0.022, -0.329, 4.179], [1.402, -1.214, 3.327], [-0.670, -2.238, 0.979], [-0.813, -2.379, 2.755], [-2.890, -1.693, 0.827], [-3.030, -1.687, 2.575], [-2.970, 0.660, 0.831], [-3.095, 0.622, 2.592], [-0.939, 1.427, 2.774], [-0.747, 1.326, 0.982], [-2.448, -0.024, -5.228], [-1.734, -1.110, -4.560], [-1.150, -0.873, -3.354], [-0.602, -1.992, -2.703], [-0.074, -1.895, -1.438], [0.040, -0.654, -0.768], [0.911, -0.547, 0.400], [1.967, 0.460, 0.500], [2.996, 0.367, 1.485], [3.880, 1.414, 1.722], [3.948, 2.514, 0.891], [3.103, 2.548, -0.222], [2.160, 1.537, -0.410], [-0.611, 0.461, -1.380], [-1.190, 0.342, -2.644], [-2.951, -0.484, -6.095], [-3.191, 0.431, -4.535], [-1.714, 0.744, -5.571], [-0.692, -2.946, -3.213], [0.390, -2.780, -1.013], [1.200, -1.505, 0.817], [3.083, -0.518, 2.120], [4.523, 1.397, 2.616], [4.630, 3.335, 1.067], [3.128, 3.387, -0.908], [1.528, 1.544, -1.299], [-0.551, 1.414, -0.818], [-1.693, 1.204, -3.079]],
  "atomic_forces_ev_per_a": [[-0.549, 0.036, 0.411], [0.148, -0.129, -0.927], [0.506, -0.337, 0.533], [-0.200, 0.117, 0.181], [0.127, 0.167, 0.193], [0.062, 0.792, 0.288], [-0.506, -0.023, -0.142], [0.733, -0.213, -1.091], [-0.712, 0.040, -0.075], [-0.058, 0.242, 0.516], [-0.099, 0.743, -0.623], [0.101, 0.004, 0.030], [-0.042, 0.049, -0.084], [0.152, -0.176, 0.218], [0.053, -0.105, -0.249], [0.003, -0.670, -0.819], [-0.114, -0.334, 0.913], [0.477, 0.046, 0.391], [0.107, 0.816, 0.402], [-0.704, -0.159, 0.363], [-0.534, 0.014, -0.392], [0.734, 0.336, 0.020], [-0.914, 0.563, -0.912], [-0.143, -0.535, 1.551], [2.127, 1.236, -0.045], [-0.767, -0.105, 0.100], [0.486, -0.276, 0.735], [-0.730, 0.162, -0.754], [-0.225, -0.384, 0.307], [-0.837, -0.335, 0.074], [0.960, -0.571, 0.481], [-0.167, 0.427, 0.010], [0.294, 0.219, 0.521], [0.443, -0.341, -0.539], [-0.592, -0.513, 0.230], [0.203, 0.044, 0.092], [-0.089, 0.036, 0.084], [0.471, -0.162, -0.598], [-0.174, 0.300, -0.185], [-0.195, -0.294, -0.614], [0.028, -0.113, 0.123], [0.107, -0.189, -0.054], [0.219, 0.279, 0.227], [-0.386, -0.559, -0.993], [0.198, -0.145, 0.102]]
}